Entry 1:
Formula: C3H14N2O2
Source: the OMol25 dataset
Level of theory: ωB97M-V/def2-TZVPD

Last column: Mulliken charge in e.
Atoms and positions in Å:
1 N -0.69 1.43 -3.07  -0.5342
2 C -0.82 -0.03 -2.57  -0.3580
3 C -0.51 0.20 -1.03  -0.4867
4 C -0.63 1.67 -0.56  -0.4496
5 N -0.49 1.83 0.95  -0.5766
6 H -0.73 1.48 -4.06  0.2523
7 H -1.47 1.99 -2.66  0.1261
8 H -0.14 -0.70 -3.30  0.2879
9 H -1.96 -0.34 -2.74  0.1729
10 H -1.34 -0.31 -0.50  0.2575
11 H 0.37 -0.37 -0.72  0.2958
12 H -1.52 2.37 -0.98  0.2368
13 H 0.25 2.22 -1.07  0.3479
14 H 0.43 1.97 1.33  0.2093
15 H -0.98 2.64 1.20  0.2229
16 H 4.39 -3.75 2.61  0.3235
17 H 5.08 -4.95 1.98  0.3211
18 O 4.64 -4.11 1.74  -0.6447
19 H -0.77 -0.57 4.66  0.3071
20 H -2.03 -1.25 4.36  0.3191
21 O -1.07 -1.42 4.43  -0.6305

Values from the calculation:
Kohn-Sham gap = 9.60 eV
SMILES = NCCCN.O.O



Entry 2:
Formula: C28H40HgN10O2PS2
Source: the OMol25 dataset
Level of theory: ωB97M-V/def2-TZVPD

Last column: Mulliken charge in e.
Atoms and positions in Å:
1 Hg -0.29 0.27 -0.38  0.9760
2 C 1.52 -4.57 -0.15  -2.0392
3 C 1.34 -3.08 -0.04  0.4245
4 N 0.23 -2.48 0.15  0.9531
5 N -0.91 -3.22 0.17  -0.6508
6 C -2.14 -2.67 0.37  0.2035
7 N -3.16 -3.50 0.10  -0.4276
8 S -2.44 -1.12 0.94  -0.3012
9 C 2.55 -2.22 -0.17  0.8313
10 C 3.81 -2.78 -0.37  -0.8041
11 C 4.91 -1.95 -0.52  -0.7008
12 C 4.73 -0.58 -0.46  -0.6762
13 C 3.44 -0.10 -0.27  -0.6171
14 N 2.38 -0.89 -0.12  0.0710
15 H 0.64 -5.13 0.15  0.5676
16 H 2.34 -4.89 0.50  0.4225
17 H 1.78 -4.85 -1.17  0.3359
18 H -0.89 -4.17 -0.16  0.2135
19 H -3.04 -4.43 -0.27  0.1662
20 H -4.09 -3.16 0.27  0.2257
21 H 3.94 -3.85 -0.41  0.4391
22 H 5.89 -2.37 -0.68  0.4502
23 H 5.56 0.10 -0.57  0.4787
24 H 3.24 0.96 -0.23  0.5204
25 C -2.02 4.61 3.01  -0.6089
26 O -2.36 4.49 1.63  -0.4467
27 C -1.89 3.42 0.99  0.5013
28 O -1.24 2.53 1.51  -0.3763
29 N -2.26 3.50 -0.31  -0.3163
30 N -1.99 2.50 -1.23  -0.1089
31 H -2.31 5.62 3.30  0.3478
32 H -0.95 4.47 3.16  0.2375
33 H -2.58 3.89 3.60  0.2314
34 H -2.82 4.29 -0.57  0.2347
35 H -1.55 2.89 -2.06  0.2056
36 H -2.85 2.03 -1.51  0.2206
37 C -0.16 -0.65 6.03  -0.7860
38 N -0.86 0.60 5.47  0.1195
39 C 0.07 1.79 5.68  -0.7012
40 N 1.34 1.55 5.09  0.2211
41 C 1.95 0.35 5.64  -0.9268
42 N 1.11 -0.83 5.43  0.2080
43 C 1.03 -1.21 4.02  -1.3125
44 P 0.28 0.11 2.92  1.2802
45 C -1.19 0.42 4.02  -1.0107
46 C 1.29 1.52 3.62  -1.1551
47 H -0.81 -1.50 5.84  0.3788
48 H -0.06 -0.49 7.11  0.3657
49 H -1.72 0.75 6.00  0.3507
50 H 0.18 1.92 6.76  0.3491
51 H -0.41 2.67 5.25  0.3162
52 H 2.11 0.49 6.71  0.3169
53 H 2.92 0.19 5.17  0.3719
54 H 0.45 -2.13 3.92  0.4780
55 H 2.04 -1.42 3.66  0.4667
56 H -1.89 -0.41 3.92  0.5970
57 H -1.69 1.32 3.65  0.1531
58 H 0.86 2.45 3.24  0.2962
59 H 2.31 1.45 3.24  0.4549
60 N -1.25 -1.01 -2.41  -0.2652
61 S -1.46 -1.02 -3.99  -0.1447
62 C 0.20 -0.98 -4.66  0.0173
63 C 1.30 -0.92 -3.82  0.1483
64 C 2.57 -0.97 -4.39  -0.4519
65 C 2.72 -1.10 -5.76  -0.5522
66 C 1.60 -1.16 -6.59  -0.6433
67 C 0.33 -1.10 -6.04  -0.3037
68 C -2.03 0.62 -4.50  0.6288
69 C -1.18 1.71 -4.64  -0.3745
70 C -1.72 2.94 -4.98  -0.6346
71 C -3.09 3.07 -5.19  -0.4867
72 C -3.93 1.97 -5.05  -0.5837
73 C -3.39 0.74 -4.70  -0.4982
74 H -2.09 -1.39 -1.99  0.0708
75 H 1.16 -0.84 -2.76  0.2352
76 H 3.44 -0.92 -3.75  0.4427
77 H 3.71 -1.16 -6.19  0.4142
78 H 1.72 -1.26 -7.66  0.4055
79 H -0.55 -1.14 -6.67  0.4357
80 H -0.11 1.60 -4.49  0.4308
81 H -1.07 3.79 -5.11  0.4240
82 H -3.50 4.03 -5.46  0.4457
83 H -4.99 2.08 -5.21  0.4316
84 H -4.03 -0.13 -4.61  0.3922

Values from the calculation:
2S+1 = 2
Net charge = +2
Kohn-Sham gap (spin up / spin down) = 6.59 / 7.51 eV